Entry 1:
Computed, not measured: one molecule with the formula C20H28ClN3O2, with wB97M-V/def2-TZVPD.

Last column: Löwdin charge in e.
Positions of all 54 atoms, in Å:
C (-5.93, -2.12, -0.31)  -0.08
C (-4.82, -1.11, -0.60)  -0.26
N (-3.64, -1.40, 0.18)  -0.20
C (-2.40, -1.42, -0.56)  -0.28
C (-2.27, -2.69, -1.40)  -0.08
C (-3.58, -0.72, 1.45)  -0.18
C (-3.21, 0.78, 1.41)  -0.22
N (-1.79, 0.95, 1.17)  -0.09
C (-1.38, 2.34, 1.02)  -0.19
C (0.08, 2.40, 0.65)  -0.22
C (0.93, 3.37, 1.17)  -0.04
C (2.26, 3.38, 0.80)  0.00
C (2.78, 2.45, -0.08)  -0.20
O (4.12, 2.61, -0.34)  -0.03
C (4.87, 1.62, -1.01)  -0.14
C (4.85, 0.28, -0.34)  -0.18
C (4.56, 0.14, 1.02)  0.00
C (4.52, -1.12, 1.58)  -0.07
C (4.78, -2.20, 0.75)  -0.76
Cl (4.73, -3.81, 1.38)  0.67
N (5.06, -2.09, -0.53)  0.06
C (5.09, -0.89, -1.06)  -0.10
C (1.93, 1.47, -0.62)  -0.17
O (2.44, 0.57, -1.52)  -0.12
C (1.65, -0.54, -1.88)  -0.07
C (0.60, 1.47, -0.24)  0.03
H (-5.58, -3.12, -0.53)  0.07
H (-6.22, -2.08, 0.74)  0.06
H (-6.81, -1.91, -0.92)  0.07
H (-4.57, -1.15, -1.66)  0.11
H (-5.20, -0.09, -0.40)  0.11
H (-1.58, -1.39, 0.16)  0.10
H (-2.30, -0.53, -1.22)  0.11
H (-3.05, -2.74, -2.16)  0.06
H (-1.30, -2.72, -1.89)  0.06
H (-2.37, -3.56, -0.76)  0.08
H (-4.57, -0.81, 1.92)  0.11
H (-2.86, -1.24, 2.09)  0.12
H (-3.74, 1.27, 0.59)  0.11
H (-3.54, 1.26, 2.35)  0.12
H (-1.26, 0.52, 1.92)  0.13
H (-1.97, 2.77, 0.20)  0.13
H (-1.57, 2.94, 1.92)  0.12
H (0.56, 4.11, 1.87)  0.11
H (2.94, 4.12, 1.20)  0.12
H (5.89, 2.02, -1.00)  0.14
H (4.54, 1.52, -2.05)  0.13
H (4.37, 1.01, 1.62)  0.13
H (4.30, -1.27, 2.63)  0.10
H (5.33, -0.85, -2.12)  0.12
H (0.79, -0.25, -2.49)  0.10
H (2.31, -1.18, -2.47)  0.10
H (1.31, -1.09, -1.00)  0.10
H (-0.08, 0.73, -0.63)  0.09

Values from the calculation:
Charge = 0
Orbital gap = 0.323 hartree
SMILES string = CCN(CC)CCNCc1ccc(OCc2ccc(Cl)nc2)c(OC)c1
HOMO = -0.298 Ha
Maximum force = 0.65 eV/Å
Total energy = -42281.027 eV


Entry 2:
Computed, not measured: one molecule with the formula C20H28ClN3O2, with wB97M-V/def2-TZVPD.

Last column: Löwdin charge in e.
Positions of all 54 atoms, in Å:
C (5.66, -0.65, 3.50)  -0.01
C (5.35, -1.87, 2.70)  -0.46
O (4.88, -2.88, 3.17)  0.09
C (5.65, -1.76, 1.21)  -0.12
C (4.48, -2.31, 0.41)  -0.10
C (3.26, -1.43, 0.62)  -0.44
O (3.33, -0.37, 1.22)  0.06
N (2.10, -1.87, 0.08)  -0.04
C (1.99, -3.10, -0.68)  -0.16
C (0.56, -3.31, -1.17)  -0.17
C (0.08, -2.09, -1.96)  -0.13
C (0.34, -0.77, -1.21)  -0.28
N (-0.84, 0.07, -1.23)  -0.14
C (-0.59, 1.48, -1.04)  -0.16
C (-1.86, 2.24, -1.45)  -0.14
N (-2.97, 1.82, -0.63)  -0.10
C (-4.01, 2.69, -0.36)  -0.22
C (-3.75, 4.01, 0.03)  -0.03
C (-4.77, 4.88, 0.36)  -0.08
C (-6.09, 4.47, 0.32)  -0.13
C (-6.36, 3.17, -0.06)  -0.67
Cl (-8.00, 2.62, -0.13)  0.67
C (-5.35, 2.29, -0.40)  -0.06
C (-3.20, 0.40, -0.75)  -0.15
C (-1.92, -0.34, -0.35)  -0.17
C (0.91, -1.06, 0.20)  -0.09
H (4.96, 0.12, 3.19)  0.08
H (5.55, -0.84, 4.56)  0.08
H (6.67, -0.29, 3.29)  0.09
H (5.83, -0.72, 0.94)  0.12
H (6.55, -2.34, 1.00)  0.13
H (4.25, -3.32, 0.77)  0.12
H (4.72, -2.37, -0.65)  0.12
H (2.66, -3.06, -1.55)  0.13
H (2.29, -3.96, -0.06)  0.13
H (-0.10, -3.48, -0.31)  0.11
H (0.52, -4.20, -1.79)  0.12
H (0.61, -2.07, -2.92)  0.11
H (-0.98, -2.18, -2.18)  0.11
H (1.12, -0.21, -1.75)  0.15
H (0.23, 1.79, -1.68)  0.13
H (-0.34, 1.73, 0.00)  0.13
H (-1.69, 3.32, -1.35)  0.11
H (-2.07, 2.02, -2.50)  0.13
H (-2.73, 4.36, 0.11)  0.10
H (-4.53, 5.89, 0.66)  0.11
H (-6.89, 5.14, 0.58)  0.10
H (-5.62, 1.29, -0.72)  0.10
H (-4.00, 0.10, -0.07)  0.12
H (-3.48, 0.13, -1.78)  0.13
H (-2.09, -1.41, -0.44)  0.12
H (-1.71, -0.10, 0.71)  0.13
H (1.20, -0.14, 0.69)  0.12
H (0.17, -1.57, 0.82)  0.13

Values from the calculation:
Charge = 0
Orbital gap = 0.316 hartree
SMILES string = CC(=O)CCC(=O)N1CCC[C@@H](N2CCN(c3cccc(Cl)c3)CC2)C1
HOMO = -0.293 Ha
Maximum force = 0.56 eV/Å
Total energy = -42282.867 eV


Entry 3:
Computed, not measured: C20H28CrF3O5S as an isolated structure, with wB97M-V/def2-TZVPD.

Last column: Mulliken spin population.
Positions of all 58 atoms, in Å:
O (-0.07, 2.64, -0.97)  0.00
C (-0.63, 1.55, -1.80)  -0.15
C (0.36, 1.84, -2.92)  0.00
H (-1.66, 1.71, -2.13)  -0.01
H (-0.50, 0.61, -1.24)  0.12
C (1.05, 2.75, -1.87)  0.00
H (-0.08, 2.32, -3.79)  0.00
H (0.99, 1.01, -3.24)  0.00
C (1.43, 4.19, -2.13)  0.00
H (0.61, 4.86, -2.39)  0.00
H (2.18, 4.22, -2.92)  0.00
H (1.89, 4.57, -1.22)  0.00
C (2.28, 1.99, -1.42)  -0.01
H (2.10, 0.95, -1.14)  0.03
H (2.76, 2.49, -0.57)  0.00
H (2.98, 1.99, -2.28)  0.00
Cr (0.90, -2.11, 0.28)  3.69
C (1.91, -3.63, -1.04)  -0.06
C (0.66, -4.17, -0.61)  0.06
C (-0.38, -3.29, -1.06)  -0.05
H (0.49, -5.13, -0.13)  0.00
C (0.23, -2.20, -1.78)  0.14
C (1.65, -2.43, -1.79)  0.01
H (2.38, -1.87, -2.38)  0.01
H (2.88, -4.11, -0.90)  0.00
H (-1.46, -3.46, -1.00)  0.00
H (-0.29, -1.40, -2.30)  0.00
C (2.73, -2.53, 1.84)  0.04
C (3.44, -1.73, 0.87)  -0.03
C (3.01, -0.37, 1.02)  0.02
H (4.22, -2.08, 0.20)  0.00
C (1.88, -0.36, 1.92)  0.13
C (1.74, -1.68, 2.47)  0.00
H (1.12, -1.94, 3.31)  0.01
H (3.00, -3.52, 2.20)  0.00
H (3.56, 0.51, 0.70)  0.01
H (1.34, 0.52, 2.26)  0.01
O (-2.19, 1.92, 0.15)  0.02
C (-2.17, 3.31, -0.24)  0.00
C (-3.54, 3.97, -0.02)  0.00
H (-1.98, 3.41, -1.31)  0.00
H (-1.41, 3.89, 0.31)  0.00
C (-4.40, 2.88, 0.64)  0.00
H (-3.98, 4.29, -0.98)  0.00
H (-3.49, 4.89, 0.57)  0.00
C (-3.40, 1.73, 0.92)  0.00
H (-5.19, 2.57, -0.06)  0.00
H (-4.91, 3.24, 1.54)  0.00
H (-3.86, 0.75, 0.70)  0.00
H (-3.18, 1.76, 2.01)  0.00
F (-0.01, -3.41, 4.53)  0.00
C (-0.35, -4.31, 3.57)  0.01
F (0.79, -4.73, 2.96)  0.01
F (-0.96, -5.36, 4.15)  0.00
S (-1.49, -3.51, 2.30)  0.00
O (-1.65, -4.58, 1.33)  0.00
O (-2.63, -3.09, 3.09)  0.00
O (-0.70, -2.33, 1.79)  -0.01

Values from the calculation:
Charge = -1
Orbital gap (spin up / spin down) = 0.208 / 0.258 hartree
Spin multiplicity = 5
HOMO (spin up / spin down) = -0.113 / -0.163 Ha
Maximum force = 2.49 eV/Å
Total energy = -78839.117 eV


Entry 4:
Computed, not measured: one molecule with the formula C20H28N2O3, with wB97M-V/def2-TZVPD.

Last column: Löwdin charge in e.
Positions of all 53 atoms, in Å:
C (-7.67, -1.58, 0.07)  -0.11
C (-6.16, -1.58, 0.25)  -0.26
C (-5.67, -0.48, 1.20)  -0.18
C (-5.75, 0.92, 0.57)  -0.20
O (-4.96, 1.04, -0.60)  -0.05
C (-3.61, 1.15, -0.50)  -0.27
C (-2.89, 1.30, 0.67)  -0.01
C (-1.51, 1.43, 0.64)  0.00
C (-0.83, 1.40, -0.57)  -0.22
N (0.56, 1.53, -0.65)  0.15
C (1.47, 1.70, 0.32)  -0.38
O (1.29, 1.78, 1.52)  0.07
C (2.88, 1.75, -0.29)  -0.41
O (3.05, 1.65, -1.49)  0.05
N (3.82, 1.93, 0.64)  0.09
C (5.23, 1.77, 0.40)  -0.15
C (5.75, 0.49, 1.08)  -0.13
C (4.99, -0.70, 0.58)  -0.27
C (3.94, -1.22, 1.20)  -0.06
C (3.21, -2.35, 0.55)  -0.19
C (2.90, -1.97, -0.91)  -0.18
C (4.14, -1.44, -1.65)  -0.17
C (5.37, -1.31, -0.74)  -0.15
C (-1.55, 1.25, -1.75)  -0.01
C (-2.92, 1.12, -1.72)  0.00
H (-8.01, -0.66, -0.40)  0.06
H (-8.17, -1.69, 1.03)  0.07
H (-7.97, -2.41, -0.57)  0.07
H (-5.67, -1.44, -0.72)  0.11
H (-5.85, -2.54, 0.65)  0.11
H (-4.63, -0.68, 1.47)  0.10
H (-6.27, -0.48, 2.11)  0.12
H (-5.48, 1.68, 1.30)  0.12
H (-6.77, 1.12, 0.23)  0.12
H (-3.38, 1.33, 1.63)  0.11
H (-0.96, 1.55, 1.56)  0.10
H (0.97, 1.49, -1.58)  0.14
H (3.48, 1.94, 1.60)  0.14
H (5.77, 2.64, 0.78)  0.12
H (5.36, 1.71, -0.68)  0.12
H (6.81, 0.39, 0.86)  0.12
H (5.62, 0.58, 2.16)  0.11
H (3.58, -0.85, 2.15)  0.11
H (2.29, -2.58, 1.07)  0.11
H (3.84, -3.25, 0.55)  0.12
H (2.49, -2.84, -1.43)  0.10
H (2.13, -1.20, -0.90)  0.10
H (3.91, -0.45, -2.06)  0.09
H (4.39, -2.09, -2.49)  0.11
H (5.78, -2.31, -0.56)  0.12
H (6.14, -0.72, -1.24)  0.11
H (-1.03, 1.23, -2.70)  0.12
H (-3.49, 1.00, -2.63)  0.12

Values from the calculation:
Charge = 0
Orbital gap = 0.322 hartree
SMILES string = CCCCOc1ccc(NC(=O)C(=O)NCCC2=CCCCC2)cc1
HOMO = -0.294 Ha
Maximum force = 0.68 eV/Å
Total energy = -30318.094 eV


Entry 5:
Computed, not measured: one molecule with the formula C20H28N2O4S, with wB97M-V/def2-TZVPD.

Last column: Löwdin charge in e.
Positions of all 55 atoms, in Å:
C (-0.30, -3.26, -0.55)  -0.06
C (0.31, -1.97, 0.01)  -0.27
O (1.63, -2.12, 0.47)  -0.15
C (2.61, -2.20, -0.54)  -0.22
C (3.98, -2.29, 0.11)  -0.14
C (4.35, -1.00, 0.84)  -0.24
N (4.60, 0.09, -0.09)  -0.13
S (4.15, 1.61, 0.44)  0.67
O (4.31, 1.71, 1.87)  -0.30
O (4.87, 2.55, -0.37)  -0.29
C (2.41, 1.59, 0.07)  -0.23
C (1.56, 1.57, 1.16)  0.02
C (0.21, 1.49, 0.90)  -0.18
N (-0.87, 1.42, 1.76)  0.16
C (-2.01, 1.32, 1.04)  -0.17
C (-1.71, 1.33, -0.31)  -0.06
C (-0.29, 1.44, -0.42)  -0.10
C (0.59, 1.47, -1.50)  0.04
C (1.96, 1.55, -1.26)  -0.25
C (2.93, 1.55, -2.39)  -0.05
C (-2.73, 1.19, -1.34)  -0.35
O (-2.50, 1.10, -2.53)  0.09
C (-4.14, 1.18, -0.78)  -0.06
C (-4.29, 0.49, 0.58)  -0.55
C (-5.74, 0.60, 1.05)  -0.05
C (-3.90, -0.98, 0.46)  -0.03
C (-3.38, 1.19, 1.60)  -0.06
H (-0.20, -4.07, 0.17)  0.08
H (0.20, -3.56, -1.47)  0.07
H (-1.35, -3.10, -0.77)  0.07
H (0.26, -1.18, -0.75)  0.11
H (-0.26, -1.66, 0.88)  0.12
H (2.44, -3.09, -1.17)  0.12
H (2.55, -1.31, -1.19)  0.11
H (4.73, -2.51, -0.66)  0.11
H (3.97, -3.10, 0.83)  0.12
H (5.21, -1.17, 1.49)  0.12
H (3.51, -0.69, 1.46)  0.11
H (5.52, 0.09, -0.49)  0.12
H (1.98, 1.62, 2.15)  0.12
H (-0.81, 1.43, 2.77)  0.17
H (0.21, 1.43, -2.50)  0.12
H (3.54, 0.65, -2.36)  0.07
H (3.61, 2.40, -2.28)  0.07
H (2.42, 1.61, -3.34)  0.08
H (-4.80, 0.71, -1.52)  0.13
H (-4.45, 2.23, -0.69)  0.14
H (-6.41, 0.09, 0.35)  0.09
H (-5.86, 0.13, 2.03)  0.09
H (-6.05, 1.64, 1.12)  0.08
H (-4.03, -1.49, 1.41)  0.09
H (-2.87, -1.09, 0.15)  0.07
H (-4.53, -1.48, -0.27)  0.09
H (-3.36, 0.63, 2.54)  0.13
H (-3.77, 2.19, 1.82)  0.14

Values from the calculation:
Charge = 0
Orbital gap = 0.329 hartree
SMILES string = CCOCCCNS(=O)(=O)c1cc2[nH]c3c(c2cc1C)C(=O)CC(C)(C)C3
HOMO = -0.314 Ha
Maximum force = 0.93 eV/Å
Total energy = -43200.722 eV


Entry 6:
Computed, not measured: C20H28N2O5S2 as an isolated structure, with wB97M-V/def2-TZVPD.

Last column: Löwdin charge in e.
Positions of all 57 atoms, in Å:
C (-0.89, 4.85, -2.19)  -0.15
H (0.09, 4.35, -2.40)  0.12
O (-1.30, 4.58, -1.01)  -0.06
C (-1.38, 3.43, -0.44)  -0.28
C (-1.46, 2.31, -1.30)  0.06
C (-1.37, 1.11, -0.53)  0.04
C (-1.52, 1.00, 0.96)  -0.28
C (-1.50, 2.11, 1.42)  -0.08
C (-1.43, 3.41, 0.89)  -0.25
O (-1.53, 4.33, 1.87)  -0.06
C (-0.67, 5.67, 1.54)  0.09
H (-1.44, 6.33, 0.79)  0.15
H (-0.93, 6.10, 2.43)  0.04
H (0.19, 5.43, 1.08)  0.01
H (-1.63, 2.03, 2.49)  0.15
C (-1.39, -0.37, 1.55)  -0.06
H (-2.18, -0.50, 2.37)  0.14
H (-1.74, -1.16, 0.80)  0.11
C (0.14, -0.86, 1.78)  -0.17
N (1.06, -0.61, 0.89)  -0.12
C (0.95, -1.45, -0.30)  -0.65
N (0.21, -2.35, -0.17)  0.18
C (0.37, -3.28, -1.34)  -0.48
O (1.26, -3.09, -2.00)  0.01
C (-0.66, -4.34, -1.77)  0.02
C (-0.85, -5.28, -0.23)  -0.29
C (-2.20, -6.21, -0.28)  -0.04
H (-1.94, -6.81, 0.54)  0.04
H (-2.98, -5.61, -0.34)  0.01
H (-1.89, -6.92, -1.07)  0.09
C (0.55, -5.93, -0.02)  -0.05
H (0.35, -6.44, 0.86)  0.06
H (0.71, -6.64, -0.76)  0.07
H (1.14, -5.19, 0.13)  0.01
H (-1.13, -4.48, 0.64)  0.15
H (-0.31, -5.04, -2.35)  0.03
H (-1.77, -3.90, -1.86)  0.16
S (2.31, -1.33, -1.14)  1.20
C (2.84, 0.27, -0.52)  -0.40
C (2.45, 1.58, -1.18)  -0.21
H (2.86, 1.64, -1.96)  0.00
H (1.37, 1.53, -1.28)  0.10
S (2.42, 2.82, 0.09)  0.81
O (1.42, 3.87, -0.08)  -0.31
O (3.89, 3.15, 0.19)  -0.36
C (1.81, 1.46, 1.36)  -0.08
H (2.30, 1.79, 2.34)  0.14
C (2.04, 0.07, 0.94)  -0.47
H (2.96, -0.30, 1.45)  0.17
H (0.89, 1.94, 1.52)  0.06
H (3.92, 0.24, -0.54)  0.11
H (0.10, -1.82, 2.17)  0.11
H (0.40, -0.28, 2.55)  0.10
H (-1.30, 0.11, -1.13)  0.13
H (-1.22, 2.27, -2.14)  -0.01
H (-1.45, 4.40, -2.82)  0.02
H (-0.95, 6.02, -2.47)  0.16

Values from the calculation:
Charge = 0
Orbital gap = 0.301 hartree
HOMO = -0.280 Ha
Maximum force = 17.36 eV/Å
Total energy = -56064.616 eV